Record 1
{
  "formula": "CHFN2O",
  "method": "wB97M-V/def2-TZVPD",
  "homo_ev": -10.795,
  "e_above_lowest_ev": 2.080,
  "e_lumo_ev": -1.70,
  "spin_multiplicity": 1,
  "orbital_gap_ha": 0.3342,
  "species": ["C", "N", "N", "O", "F", "H"],
  "xyz": [[0.8039, 0.1057, -0.0205], [-1.4478, -0.6972, -0.0715], [-0.2832, -0.7218, -0.3137], [1.8815, -0.3385, 0.0253], [0.8365, 1.8031, -0.2308], [-1.7910, -0.1512, 0.6113]],
  "forces_ev_per_a": [[2.6, 2.7, -0.2], [-0.7, -3.5, -2.2], [0.7, 0.5, -2.0], [-0.3, 0.6, 0.6], [-1.1, -4.0, 0.5], [-1.2, 3.6, 3.3]],
  "nbo_charge": [0.871, -0.155, -0.143, -0.416, -0.478, 0.320]
}



Record 2
{
  "formula": "C28H44Cl2IrNP",
  "method": "wB97M-V/def2-TZVPD",
  "homo_ev": [-4.362, -8.258],
  "e_lumo_ev": [0.28, -2.20],
  "spin_multiplicity": 6,
  "orbital_gap_ha": [0.1706, 0.2227],
  "species": ["P", "C", "C", "C", "C", "C", "C", "C", "C", "C", "C", "C", "C", "C", "C", "C", "C", "C", "C", "H", "H", "H", "H", "H", "H", "H", "H", "H", "H", "H", "H", "H", "H", "H", "H", "H", "H", "H", "H", "H", "H", "H", "H", "H", "H", "H", "H", "H", "H", "H", "H", "H", "Ir", "Cl", "Cl", "C", "H", "C", "C", "C", "C", "C", "C", "H", "H", "H", "H", "H", "C", "C", "C", "N", "H", "H", "H", "H", "H"],
  "xyz": [[3.0260, 0.1079, -2.3244], [2.7190, -0.4724, -4.1239], [3.8319, -0.2292, -5.1582], [3.4551, -0.6565, -6.5731], [2.7990, -2.0394, -6.6624], [1.7814, -2.3301, -5.5558], [2.2726, -1.9313, -4.1627], [4.3352, -1.0549, -1.6809], [5.3674, -1.4120, -2.7417], [6.5650, -2.1148, -2.1225], [6.1493, -3.3441, -1.3173], [4.9516, -3.1018, -0.3818], [3.7980, -2.3264, -1.0369], [4.0882, 1.6172, -2.7036], [3.3512, 2.6810, -3.5335], [4.3413, 3.7502, -4.0194], [5.1645, 4.3639, -2.8819], [5.7834, 3.3189, -1.9484], [4.7982, 2.2330, -1.4927], [1.8512, 0.1627, -4.3597], [4.7291, -0.8016, -4.8969], [4.1511, 0.8199, -5.1787], [4.3668, -0.6581, -7.1819], [2.7863, 0.0939, -7.0097], [2.2962, -2.1247, -7.6320], [3.5827, -2.8087, -6.6405], [0.8554, -1.7781, -5.7617], [1.5280, -3.3973, -5.5491], [1.4586, -2.0916, -3.4463], [3.0996, -2.5941, -3.8708], [4.8008, -0.4463, -0.8908], [7.0788, -1.3996, -1.4696], [5.7272, -0.5181, -3.2629], [4.9243, -2.0826, -3.4906], [7.2642, -2.3902, -2.9209], [7.0091, -3.6665, -0.7218], [5.9186, -4.1594, -2.0157], [4.5840, -4.0640, -0.0054], [5.2974, -2.5216, 0.4849], [3.0005, -2.0839, -0.3220], [3.3367, -2.9743, -1.7956], [4.9056, 1.2391, -3.3456], [2.8542, 2.2269, -4.4028], [2.5531, 3.1381, -2.9296], [5.0331, 3.2868, -4.7375], [3.7939, 4.5296, -4.5615], [4.5258, 5.0412, -2.3026], [5.9681, 4.9760, -3.3051], [6.2227, 3.8017, -1.0677], [6.6040, 2.8213, -2.4834], [5.3564, 1.4659, -0.9371], [4.0603, 2.6303, -0.7837], [1.4031, 0.2470, -0.8885], [2.7886, 0.8161, 0.8623], [-0.1384, 0.0270, -2.6150], [0.4679, -1.0570, 0.3532], [0.2055, -0.6231, 1.3339], [0.1015, -2.4320, 0.2167], [-0.5995, -3.1599, 1.2492], [-0.6575, -4.5426, 1.2202], [-0.0656, -5.2549, 0.1573], [0.4973, -4.5605, -0.9281], [0.5164, -3.1735, -0.9239], [-1.0553, -2.5960, 2.0715], [-1.1585, -5.0908, 2.0355], [0.9328, -5.1100, -1.7682], [0.8792, -2.6090, -1.7787], [-0.0621, -6.3490, 0.1819], [-2.6068, 3.4855, 1.1730], [-1.9787, 2.0913, 1.2871], [-0.7508, 1.9014, 0.5392], [0.1384, 1.4585, -0.0655], [-1.8850, 4.2835, 1.3442], [-3.4036, 3.5804, 1.9083], [-3.0555, 3.6211, 0.1864], [-1.7808, 1.8666, 2.3492], [-2.7056, 1.3526, 0.9189]],
  "forces_ev_per_a": [[3.4, -0.2, -3.1], [-0.3, 0.5, 0.7], [0.6, -0.1, 0.2], [-0.5, 0.1, -0.1], [0.1, -0.2, 0.0], [-0.1, 0.2, 0.0], [-0.2, -0.3, 0.0], [-0.3, 0.3, 0.0], [0.4, 0.0, -0.1], [0.0, 0.1, 0.2], [0.0, -0.1, 0.0], [0.1, 0.2, 0.2], [0.0, -0.4, 0.0], [0.2, -0.1, 0.0], [-0.1, 0.0, 0.1], [0.0, -0.2, 0.1], [-0.1, 0.1, 0.1], [0.0, -0.2, -0.1], [-0.2, 0.1, 0.2], [0.1, -0.3, -0.3], [-0.4, 0.2, -0.1], [-0.1, -0.2, -0.1], [-0.2, 0.1, 0.0], [0.0, -0.1, 0.0], [0.2, -0.1, 0.1], [-0.1, 0.1, 0.0], [0.1, -0.1, 0.0], [0.0, 0.2, -0.1], [0.2, 0.1, -0.2], [-0.2, 0.2, -0.1], [0.0, -0.2, -0.1], [0.0, -0.1, 0.0], [0.0, -0.2, 0.1], [0.1, 0.2, 0.3], [0.0, 0.0, 0.2], [-0.1, -0.2, 0.0], [-0.1, 0.1, 0.1], [0.1, 0.2, 0.0], [-0.1, -0.1, -0.1], [0.3, -0.1, 0.1], [0.0, 0.2, 0.0], [-0.4, -0.1, 0.2], [0.1, 0.1, 0.2], [0.2, 0.0, 0.0], [-0.1, 0.0, 0.0], [0.1, -0.1, 0.1], [0.0, -0.1, 0.0], [-0.1, 0.0, 0.0], [0.0, 0.0, -0.2], [0.0, 0.0, 0.1], [-0.2, 0.2, -0.1], [0.1, 0.0, -0.2], [-0.3, -0.8, 0.0], [0.8, -0.1, 0.6], [-0.6, -0.3, -0.4], [-1.3, -2.4, 1.1], [0.1, -0.1, -0.5], [0.6, 0.7, 0.1], [0.5, 5.6, 0.0], [0.0, -5.6, -0.7], [-0.4, 0.3, 0.2], [-0.3, -5.2, 0.5], [-0.1, 5.0, 0.2], [0.3, -0.2, -0.3], [0.4, 0.3, -0.5], [-0.1, 0.1, 0.4], [-0.1, -0.2, 0.3], [0.0, 0.4, -0.1], [-0.1, 0.1, -0.2], [-0.6, 0.3, 0.6], [1.4, -1.4, -1.2], [-3.2, 3.6, 1.8], [0.0, -0.1, 0.0], [0.0, 0.0, 0.0], [0.1, 0.0, 0.1], [0.1, 0.0, -0.4], [0.4, 0.0, 0.1]],
  "mulliken_spin": [-0.101, -0.010, -0.002, 0.000, 0.000, -0.001, 0.066, 0.050, 0.002, 0.005, 0.002, 0.009, 0.087, -0.003, 0.085, 0.002, 0.005, -0.004, 0.048, 0.008, 0.001, 0.002, 0.000, 0.000, 0.000, 0.000, 0.000, 0.000, -0.014, 0.008, 0.038, -0.001, -0.003, 0.003, 0.000, -0.001, 0.001, 0.001, 0.001, -0.065, -0.015, -0.011, -0.012, 0.018, -0.002, 0.000, 0.002, 0.000, 0.000, -0.001, 0.005, -0.004, 1.445, 0.044, 0.006, 0.846, 0.069, -0.093, 0.620, 0.579, -0.062, 0.641, -0.128, 0.023, 0.039, 0.044, 0.596, 0.011, 0.012, 0.016, 0.122, -0.037, 0.000, -0.001, -0.001, 0.004, 0.004]
}



Record 3
{
  "formula": "C4H10N2O3",
  "method": "wB97M-V/def2-TZVPD",
  "homo_ev": -9.362,
  "smiles": "O=NN(CCO)CCO",
  "e_above_lowest_ev": 6.317,
  "e_lumo_ev": 0.46,
  "spin_multiplicity": 1,
  "orbital_gap_ha": 0.3608,
  "species": ["O", "N", "N", "C", "C", "O", "C", "C", "O", "H", "H", "H", "H", "H", "H", "H", "H", "H", "H"],
  "xyz": [[2.7078, -0.5583, -1.2880], [1.7509, -1.2461, -0.8708], [1.2108, -0.6655, 0.2615], [1.2668, 0.7093, 0.6977], [0.1663, 1.7016, 0.2774], [0.2548, 1.7711, -1.2205], [-0.0084, -1.3266, 0.6064], [-1.4463, -1.3503, -0.3941], [-1.9032, -0.0962, -1.0305], [2.1550, 1.2608, 0.3741], [1.2893, 0.8476, 1.7605], [-1.0348, 1.5684, 0.3773], [0.3170, 2.6324, 0.9716], [-0.6158, 1.2961, -1.4634], [-0.1364, -0.8720, 1.6332], [0.2661, -2.3171, 0.8783], [-1.2493, -2.0531, -1.2574], [-2.3824, -1.6158, 0.2488], [-2.6080, 0.3137, -0.5621]],
  "forces_ev_per_a": [[-2.2, -2.3, 0.3], [3.1, 4.1, 0.6], [-1.3, -0.9, -1.9], [0.0, 2.0, -0.5], [-2.6, 0.3, -1.4], [-1.8, -0.1, 1.7], [-2.3, 1.1, 1.4], [-0.1, 0.7, 1.1], [2.0, -1.3, -0.5], [0.1, -0.7, -0.4], [0.2, -1.0, 1.0], [3.0, -0.6, 0.8], [0.2, -1.0, -2.1], [2.0, 0.9, 0.2], [-1.1, -0.5, -1.0], [-0.3, -1.3, -0.4], [-0.3, 0.7, 1.2], [2.2, -0.4, -0.9], [-0.8, 0.1, 0.9]],
  "nbo_charge": [-0.366, 0.260, -0.271, -0.296, -0.088, -0.754, -0.253, -0.081, -0.753, 0.257, 0.204, 0.171, 0.187, 0.497, 0.201, 0.217, 0.206, 0.187, 0.477]
}



Record 4
{
  "formula": "C4H2INS",
  "method": "wB97M-V/def2-TZVPD",
  "homo_ev": [-9.526, -9.508],
  "e_above_lowest_ev": 3.731,
  "e_lumo_ev": [-2.03, -2.04],
  "spin_multiplicity": 1,
  "orbital_gap_ha": [0.2755, 0.2744],
  "species": ["C", "C", "C", "C", "N", "S", "I", "H", "H"],
  "xyz": [[-1.1172, -0.8104, -2.1318], [-0.3874, -0.3485, -1.3080], [-0.8978, 0.8216, 1.7357], [1.2953, 0.0994, 0.5777], [-1.7261, 1.5922, 1.5632], [0.3409, -0.2980, 1.9741], [2.9411, -1.0909, 0.1932], [-1.8002, -1.0967, -2.8833], [1.3514, 1.1313, 0.2791]],
  "forces_ev_per_a": [[-0.8, -0.3, -0.9], [2.8, 0.9, 3.0], [0.4, -0.2, 0.1], [-1.7, -0.8, -1.6], [-0.6, 0.5, 0.0], [0.4, -0.2, -0.2], [-0.4, 0.3, 0.1], [-0.2, -0.2, -0.2], [0.0, 0.1, -0.2]],
  "nbo_charge": [-0.441, -0.151, 0.008, -0.466, -0.221, 0.462, 0.353, 0.225, 0.231]
}